C23H51ClFN2O3Si2 as an isolated structure at a distorted geometry. Source: the OMol25 dataset; level of theory: the ωB97M-V functional and the def2-TZVPD basis.

Each line ends with the Mulliken charge.
CARTESIAN COORDINATES (ANGSTROEM)
H (0.80, 0.40, -2.65)  0.435
H (-1.66, 1.15, -2.77)  0.629
H (1.10, -2.92, -7.24)  0.442
H (1.73, -1.42, 3.98)  -0.228
H (-1.91, 0.45, -1.21)  0.237
H (-0.44, 0.92, -4.75)  0.309
C (-1.20, 0.34, -5.26)  -1.417
H (-1.46, -3.79, -7.04)  0.346
H (-2.11, -2.97, 0.06)  0.402
H (-4.80, 1.12, 3.95)  0.459
H (1.28, -1.53, 1.64)  -0.152
H (7.33, 2.73, 4.85)  0.278
C (-0.74, -1.63, -3.77)  -1.087
C (-1.84, 1.68, 0.56)  1.305
O (0.53, -3.59, -0.19)  -0.575
O (-0.51, -0.47, 3.19)  0.105
H (-1.64, -1.76, -1.90)  -0.315
C (-0.41, 1.56, 1.08)  0.493
Si (-0.23, 1.15, 2.92)  -0.583
C (-3.91, 1.50, 3.48)  -0.255
N (-0.85, -1.10, -5.19)  0.678
Cl (-4.27, 3.22, 3.10)  -0.224
H (2.29, 2.40, 1.54)  0.241
H (-1.05, -1.75, 0.28)  -0.141
H (1.38, 2.74, 3.70)  0.402
H (0.30, -1.53, -3.46)  0.535
H (4.57, 1.01, 2.78)  0.307
C (0.15, 0.53, -1.79)  -1.577
H (0.11, 0.81, 0.50)  -0.831
H (-2.50, 2.10, 1.31)  -0.446
H (-1.23, 0.63, -6.31)  0.600
H (-2.95, 2.62, -1.05)  0.387
H (0.46, -3.84, 4.04)  0.461
H (-3.02, 1.70, 5.39)  0.440
H (-0.93, -4.96, 2.13)  0.360
F (-2.29, 0.40, 0.20)  -0.350
H (6.48, 1.41, 4.05)  0.290
C (-0.27, -3.51, 0.73)  0.560
H (0.07, 2.53, 0.93)  0.677
H (0.80, -4.86, 1.93)  0.334
H (4.50, 2.53, 1.94)  0.213
H (-0.88, 2.32, 4.91)  0.506
C (-1.86, -1.93, -5.98)  -0.510
C (4.17, 2.77, 3.99)  -0.215
H (-1.11, -3.21, 3.61)  0.365
H (1.29, -1.18, -5.20)  0.310
C (1.51, 1.70, 3.41)  -0.763
C (-0.10, -4.26, 2.01)  -0.827
H (3.53, 3.64, 3.96)  0.227
H (0.48, -0.17, -1.01)  0.104
H (3.91, 2.19, 4.88)  0.288
H (-3.77, 0.99, 2.54)  0.020
C (2.56, 1.66, 2.29)  -0.045
H (-1.22, 2.28, -1.42)  0.389
H (-2.43, -2.52, -5.27)  0.329
H (-1.65, 3.06, 3.53)  0.603
H (-2.70, -1.04, -3.09)  0.509
Si (0.65, -1.63, 2.98)  0.327
C (-1.93, 2.58, -0.66)  -1.893
H (-2.18, 0.50, -4.82)  0.465
H (-0.93, -2.70, -3.84)  0.352
C (6.36, 2.27, 4.70)  -0.707
H (1.86, 1.18, 4.31)  0.540
C (-2.71, 1.35, 4.40)  -0.688
C (-1.67, -1.04, -2.72)  -1.004
C (-0.09, -3.33, 3.25)  -0.780
H (2.55, 0.69, 1.78)  0.070
H (-2.52, 0.28, 4.52)  0.206
H (-1.66, 3.59, -0.35)  0.500
C (0.37, -2.74, -6.45)  -0.562
C (0.48, -1.33, -5.90)  -0.579
H (-2.54, -1.24, -6.48)  0.351
C (-1.33, 0.34, -2.12)  0.408
H (-1.12, -2.34, -7.96)  0.314
H (5.99, 1.91, 5.67)  0.287
O (5.50, 3.23, 4.15)  -0.418
H (0.53, -3.48, -5.66)  0.287
C (-1.44, 2.10, 4.00)  -0.990
H (0.55, -0.60, -6.70)  0.437
N (-1.39, -2.61, 0.69)  -0.269
C (-1.07, -2.78, -6.97)  -0.658
H (0.32, 1.54, -1.42)  0.730
C (4.02, 1.95, 2.72)  -0.761

## Properties
Energy above the lowest of the compared OMol25 structures with the same formula, charge and spin (kcal/mol): 31.81
Multiplicity: 1
Total charge: +1